ORCA calculation (ωB97M-V/def2-TZVPD) on a structure of composition C34H38As2MnN2O6S4.

Structure (XYZ):
```
87
Properties=species:S:1:pos:R:3:forces:R:3:lowdin_charge:R:1
C 0.336209 4.383546 2.481015 -0.051 0.016 0.050 -0.147
C 1.555482 -5.837719 -6.078424 0.013 0.001 -0.015 -0.065
S -1.068953 -2.436907 -1.346784 0.046 -0.102 -0.127 0.806
C 4.402401 2.227101 0.562271 0.072 0.051 0.001 -0.029
H 1.162231 5.007525 2.152991 -0.011 -0.009 -0.024 0.051
C -1.521714 -7.608774 3.383799 -0.009 -0.003 0.002 -0.065
H -1.428899 -6.747475 -0.782348 0.005 0.005 0.008 0.151
H -2.575532 -7.428692 3.549031 -0.005 0.003 -0.001 0.110
S 2.003651 2.812837 -0.408944 0.024 -0.048 -0.017 0.632
S 0.307905 -3.137474 1.530231 -0.226 0.139 0.138 0.769
H -1.703604 4.335096 -0.969142 0.008 0.006 -0.005 0.068
O 2.472082 -0.844291 -2.816598 -0.019 0.033 -0.020 -0.208
Mn 0.327624 -1.133219 0.227166 -0.199 -0.710 0.364 0.204
H -3.795171 0.391611 3.320382 0.029 0.015 -0.010 0.095
H 2.536721 -4.037363 -5.440267 0.003 0.004 0.004 0.112
C 1.688203 -4.693510 -5.300132 0.007 -0.003 -0.004 -0.059
C -0.379028 -5.216266 -4.184833 0.009 0.017 -0.018 -0.227
C 3.478356 0.453089 -0.785270 0.035 -0.136 0.116 -0.224
N 0.718017 -5.496653 0.449045 0.107 0.065 0.103 -0.083
H 0.347302 -7.550749 -6.527887 -0.002 -0.004 -0.002 0.113
H 0.820895 -3.476106 -3.765895 0.005 0.000 0.003 0.106
O 0.899508 0.193062 -1.173497 0.111 0.043 -0.084 -0.423
H -0.554892 0.318334 4.158350 0.030 -0.023 0.005 0.035
H -1.375749 -6.997798 -4.849495 -0.004 -0.003 0.001 0.118
H -0.456764 4.977417 2.935248 0.028 0.008 0.008 0.062
H -0.859615 5.662952 -0.105177 -0.015 -0.001 -0.021 0.070
O 2.096131 -1.707349 -0.534129 0.099 0.117 -0.142 -0.396
H 2.233499 -8.254415 2.792454 0.005 0.003 -0.002 0.119
C 0.191928 -4.304818 0.313641 -0.119 -0.023 -0.419 -0.570
C -0.776219 4.649731 -0.495952 -0.013 -0.002 0.018 -0.141
H -2.646091 -2.443389 2.104921 0.007 -0.010 -0.032 0.029
H 0.680740 3.632547 3.190634 -0.003 -0.001 -0.010 0.065
C 0.457296 -6.666417 -5.915183 -0.004 -0.006 0.006 -0.061
H -4.819500 4.441783 2.511540 -0.002 0.005 0.010 0.125
C 1.179084 -8.068458 2.960328 0.004 -0.010 -0.021 -0.033
C -0.509108 -6.356549 -4.966499 -0.009 0.002 -0.005 -0.045
C 3.329813 1.681677 -0.132691 0.028 0.094 -0.041 -0.230
H 0.901275 -9.857773 4.103324 0.000 -0.006 0.003 0.114
C 5.621912 1.564369 0.601811 -0.028 0.012 -0.008 -0.022
C -4.409035 2.392457 3.024397 0.027 0.006 -0.022 -0.029
H -5.306223 2.257940 3.613002 -0.006 0.001 -0.001 0.126
C -0.949314 -0.604191 3.735908 -0.040 0.011 0.026 -0.267
C -4.136602 3.608452 2.425744 0.052 -0.027 -0.024 -0.036
C -0.582880 -6.405133 -1.384250 0.056 0.021 0.001 -0.078
H 2.305661 -6.075999 -6.820279 0.002 0.000 -0.002 0.112
O 1.597075 2.799678 -1.767022 0.005 -0.023 -0.042 -0.214
C -1.410161 -4.873045 -3.141918 -0.056 0.012 0.055 -0.099
C -2.950267 3.751348 1.726703 -0.059 0.028 0.012 -0.117
H -3.836082 -1.124790 2.052523 0.030 -0.038 0.007 0.026
H -1.248866 -5.809373 2.260380 0.012 0.010 -0.002 0.100
H -0.525681 -7.008763 -2.287538 0.018 -0.015 0.015 0.135
H -1.833897 -0.903393 4.296315 0.001 0.035 0.008 0.044
H -3.065078 -1.687451 0.558257 0.006 0.020 -0.005 0.000
S 2.173105 -0.533914 -1.465865 -0.113 0.201 -0.071 0.534
O 2.328834 4.062573 0.213948 -0.014 0.074 0.034 -0.287
H -2.269058 -5.544678 -3.189198 0.022 -0.017 -0.016 0.141
C 0.584264 -6.927272 2.437202 0.027 -0.014 0.026 -0.222
As -1.415838 -0.293674 1.868896 0.267 0.265 -0.081 1.138
C -2.916669 -1.506945 1.619271 -0.034 0.000 0.016 -0.273
H 2.348689 -6.415583 1.326666 -0.006 -0.003 0.008 0.140
H 4.297835 3.195220 1.029100 -0.015 -0.005 0.003 0.120
C -0.921802 -8.745178 3.909191 -0.002 -0.004 0.002 -0.065
C -3.533349 1.331158 2.852141 -0.054 -0.006 0.015 -0.103
H 1.566250 -6.320085 -1.273858 -0.004 0.007 -0.002 0.156
N -0.816093 -5.019534 -1.793309 -0.136 0.052 -0.057 -0.080
H -0.196902 -1.385591 3.818670 -0.015 -0.018 -0.038 0.007
H 1.692507 -5.067255 2.249520 -0.051 0.007 0.006 0.087
H -1.765963 -3.853731 -3.245598 -0.011 -0.006 -0.013 0.078
C 0.704349 -6.495616 -0.625088 -0.069 0.002 0.002 -0.070
H 0.802601 -7.473937 -0.158437 -0.019 -0.013 -0.022 0.144
As -0.419788 3.481137 0.980445 0.127 -0.123 -0.020 1.276
C -0.771432 -6.701051 2.652666 -0.027 0.013 0.012 -0.044
C 1.424445 -5.940870 1.661717 0.117 0.009 -0.050 -0.105
C 0.724362 -4.381384 -4.356645 -0.013 -0.006 0.010 -0.029
C -2.355045 1.425763 2.109973 -0.139 -0.055 -0.036 -0.349
H -1.508394 -9.452034 4.479791 -0.001 -0.004 0.003 0.113
C -0.567653 -4.001443 -0.999223 0.211 -0.031 0.304 -0.588
C 0.429240 -8.972857 3.699077 0.003 0.001 0.000 -0.058
H 6.447829 2.000919 1.145592 -0.001 0.007 0.000 0.125
C 5.784070 0.377697 -0.087669 -0.060 -0.013 -0.022 -0.015
C -2.053006 2.685788 1.578939 -0.024 0.133 0.103 -0.314
H 0.046417 4.597518 -1.204446 0.003 -0.008 0.013 0.040
H -2.732438 4.725607 1.299591 0.021 -0.012 0.000 0.103
H 4.822948 -1.127737 -1.279216 -0.020 -0.009 -0.002 0.132
O 0.763007 2.246792 0.505073 -0.055 0.000 -0.018 -0.461
C 4.708571 -0.180235 -0.769115 0.072 0.002 0.050 -0.026
H 6.740862 -0.125518 -0.092720 0.005 -0.007 -0.002 0.126
```
Positions in Å, forces in eV/Å.

Results
* relative energy (zero: lowest compared OMol25 entry of this formula, charge and spin): 55.7 kJ/mol
* energy: -247464.4941 eV
* spin multiplicity: 4
* total charge: +2